Record 1
Below is a structure of composition F3Sr3 in a non-equilibrium geometry, with properties calculated with ωB97M-V/def2-TZVPD.

Calculated values
relative energy (zero: lowest compared OMol25 entry of this formula, charge and spin)	0.0	kJ/mol
Kohn-Sham gap	7.82	eV
charge	+3
E_HOMO	-20.2	eV
total energy	-10637.139	eV

Atoms and positions in Å:
Sr: -17.49 3.27 20.61
Sr: -19.65 0.84 17.82
Sr: -15.06 1.31 17.93
F: -18.13 -0.98 17.84
F: -17.39 1.49 18.64
F: -15.19 2.93 19.81

Record 2
Below is a structure of composition F4KN2O8S4 in a non-equilibrium geometry, with properties calculated with ωB97M-V/def2-TZVPD.

Calculated values
relative energy (zero: lowest compared OMol25 entry of this formula, charge and spin)	305.3	kJ/mol
Kohn-Sham gap	7.38	eV
charge	-1
E_HOMO	-6.6	eV
total energy	-89896.576	eV

Atoms and positions in Å:
K: -1.85 1.12 3.08
N: 1.00 -3.31 0.55
S: -0.01 -2.13 0.42
O: -0.39 -1.52 -0.82
O: -0.03 -1.29 1.61
F: -1.37 -3.00 0.63
S: 2.14 -2.66 -0.58
O: 3.01 -1.63 -0.06
O: 1.78 -2.61 -1.96
F: 3.14 -3.92 -0.44
N: -1.12 2.47 0.67
S: -1.92 1.98 -0.71
O: -2.62 0.74 -0.52
O: -1.50 2.44 -2.00
F: -3.12 3.01 -0.42
S: 0.28 2.51 0.05
O: 0.62 3.78 -0.53
O: 0.91 1.33 -0.46
F: 1.05 2.68 1.49

Record 3
Below is a structure of composition F4N2O12S5Sn in a non-equilibrium geometry, with properties calculated with ωB97M-V/def2-TZVPD.

Calculated values
relative energy (zero: lowest compared OMol25 entry of this formula, charge and spin)	0.0	kJ/mol
Kohn-Sham gap	2.62	eV
charge	-2
E_HOMO	-3.9	eV
total energy	-98419.873	eV

Atoms and positions in Å:
Sn: 6.84 20.95 37.29
S: 2.07 19.92 35.40
O: 2.52 20.85 36.45
O: 3.00 18.77 35.52
O: 0.67 19.55 35.51
O: 2.13 20.59 34.10
N: 11.33 21.50 35.68
S: 12.59 21.92 36.36
O: 13.17 23.21 36.04
O: 13.52 20.86 36.72
F: 11.80 22.18 37.75
S: 12.14 20.80 34.38
O: 12.31 19.36 34.48
O: 13.22 21.55 33.70
F: 10.88 20.89 33.37
N: 6.61 22.57 41.82
S: 7.64 22.67 42.91
O: 7.56 21.70 43.99
O: 8.20 23.98 43.26
F: 8.80 22.00 42.06
S: 5.53 23.73 42.47
O: 5.89 25.12 42.12
O: 4.90 23.54 43.77
F: 4.39 23.42 41.35

Record 4
Below is a cluster of 9 separate species, F6H16O8P in total in a non-equilibrium geometry, with properties calculated with ωB97M-V/def2-TZVPD.

Calculated values
relative energy (zero: lowest compared OMol25 entry of this formula, charge and spin)	79.9	kJ/mol
Kohn-Sham gap	10.72	eV
charge	-1
E_HOMO	-8.0	eV
total energy	-42242.645	eV

Atoms and positions in Å:
P: 0.20 0.63 -0.27
F: 1.66 1.12 0.10
F: -0.16 0.39 1.27
F: -0.45 2.06 -0.06
F: -1.34 0.08 -0.61
F: 0.49 0.93 -1.81
F: 0.67 -0.91 -0.38
O: -0.68 -1.90 -2.68
H: 0.20 -2.27 -2.76
H: -0.62 -1.30 -1.94
O: 3.02 -1.44 0.81
H: 2.37 -1.03 0.24
H: 3.09 -0.85 1.56
O: 3.60 0.43 -2.29
H: 3.28 0.80 -1.47
H: 4.55 0.59 -2.27
O: -1.71 -3.24 0.35
H: -1.52 -2.31 0.49
H: -2.25 -3.25 -0.44
O: -4.63 1.29 -0.63
H: -4.90 0.89 -1.46
H: -3.95 0.71 -0.29
O: 1.05 3.67 -1.30
H: 1.77 3.76 -0.68
H: 0.74 2.77 -1.19
O: -2.82 -0.41 1.70
H: -2.01 -0.07 1.32
H: -2.74 -0.21 2.64
O: 0.75 -0.50 4.19
H: 1.58 -0.22 4.57
H: 0.78 -0.19 3.28

Record 5
Below is a cluster of 10 separate species, F6H18O9P in total in a non-equilibrium geometry, with properties calculated with ωB97M-V/def2-TZVPD.

Calculated values
relative energy (zero: lowest compared OMol25 entry of this formula, charge and spin)	52.0	kJ/mol
Kohn-Sham gap	10.97	eV
charge	-1
E_HOMO	-8.3	eV
total energy	-44323.004	eV

Atoms and positions in Å:
P: 0.06 -0.24 -0.09
F: 0.70 -1.20 -1.19
F: -0.28 -1.52 0.86
F: 1.53 0.00 0.56
F: -0.47 0.79 1.04
F: 0.29 1.07 -1.07
F: -1.38 -0.40 -0.72
O: 1.44 2.11 2.87
H: 1.28 3.03 3.09
H: 1.11 2.02 1.97
O: -2.13 -2.80 -2.93
H: -1.70 -2.39 -2.18
H: -1.95 -2.21 -3.66
O: 1.67 0.65 -3.38
H: 1.02 0.59 -2.68
H: 2.20 1.41 -3.15
O: -2.39 3.30 1.39
H: -2.23 2.44 1.00
H: -1.61 3.81 1.19
O: -2.71 -0.91 2.55
H: -2.58 -0.39 3.34
H: -2.06 -0.58 1.93
O: -3.26 1.39 -1.22
H: -2.89 1.06 -2.04
H: -2.72 0.98 -0.53
O: 1.89 -2.56 2.60
H: 1.42 -1.80 2.25
H: 2.22 -2.26 3.44
O: 3.20 2.04 -0.54
H: 3.87 1.98 0.14
H: 2.56 1.37 -0.31
O: 0.99 -3.75 -1.68
H: 1.09 -2.86 -1.33
H: 1.83 -4.17 -1.53

Record 6
Below is a cluster of 12 separate species, F6H22O11P in total in a non-equilibrium geometry, with properties calculated with ωB97M-V/def2-TZVPD.

Calculated values
2S+1	2
relative energy (zero: lowest compared OMol25 entry of this formula, charge and spin)	14.9	kJ/mol
Kohn-Sham gap (alpha / beta)	10.37 / 2.62	eV
E_HOMO (alpha / beta)	-10.5 / -10.5	eV
total energy	-48475.473	eV

Atoms and positions in Å:
P: 25.09 27.24 19.67
F: 24.20 28.44 19.05
F: 25.36 28.17 20.96
F: 23.75 26.65 20.37
F: 25.84 26.00 20.33
F: 24.75 26.34 18.36
F: 26.49 27.75 19.01
O: 21.44 28.85 19.93
H: 21.21 27.93 20.05
H: 21.87 29.10 20.74
O: 23.87 27.95 15.90
H: 23.34 28.58 16.38
H: 24.10 27.28 16.54
O: 20.97 26.52 21.19
H: 21.08 26.03 22.00
H: 21.78 26.37 20.70
O: 25.84 30.56 23.34
H: 26.21 29.70 23.54
H: 25.93 30.64 22.39
O: 22.60 29.39 22.36
H: 23.52 29.51 22.57
H: 22.13 29.84 23.06
O: 29.67 28.06 20.53
H: 30.54 28.00 20.16
H: 29.17 27.37 20.09
O: 22.23 29.77 16.84
H: 21.33 29.86 17.15
H: 22.75 29.67 17.63
O: 23.90 31.39 19.53
H: 23.37 31.66 20.29
H: 24.17 30.49 19.74
O: 24.32 25.89 22.82
H: 23.41 26.09 23.04
H: 24.42 26.19 21.91
O: 27.46 26.28 22.77
H: 26.85 26.23 22.03
H: 26.92 26.48 23.52
O: 27.06 26.60 16.21
H: 27.32 27.46 16.54
H: 27.23 26.00 16.93

Record 7
Below is a cluster of 13 separate species, F6H24O12P in total in a non-equilibrium geometry, with properties calculated with ωB97M-V/def2-TZVPD.

Calculated values
relative energy (zero: lowest compared OMol25 entry of this formula, charge and spin)	269.4	kJ/mol
Kohn-Sham gap	11.30	eV
charge	-1
E_HOMO	-9.2	eV
total energy	-50561.714	eV

Atoms and positions in Å:
P: -0.64 0.00 0.15
F: 0.59 -1.10 -0.02
F: 0.24 1.04 -0.81
F: -1.39 -0.77 -1.08
F: -1.79 1.14 0.15
F: -1.46 -0.91 1.23
F: 0.13 0.52 1.49
O: -2.99 -5.25 -1.46
H: -3.84 -4.99 -1.82
H: -2.44 -4.47 -1.57
O: -1.63 5.01 2.78
H: -1.67 4.07 2.56
H: -2.00 5.44 2.01
O: -5.67 -1.14 1.76
H: -5.17 -1.94 1.93
H: -5.10 -0.63 1.18
O: 0.43 -1.70 -6.67
H: -0.41 -2.14 -6.50
H: 0.66 -1.97 -7.56
O: 0.47 -0.91 5.79
H: 0.98 -0.11 5.90
H: 0.13 -0.85 4.89
O: -3.73 -2.39 -6.10
H: -4.15 -2.02 -6.87
H: -4.13 -1.92 -5.36
O: -5.65 3.52 -1.57
H: -5.40 4.35 -1.17
H: -4.96 2.91 -1.30
O: 2.69 5.05 1.70
H: 2.47 5.50 0.88
H: 2.20 4.23 1.67
O: 3.30 -5.03 1.12
H: 2.91 -4.34 0.59
H: 4.02 -5.36 0.59
O: 5.42 -1.87 3.00
H: 5.93 -1.68 2.22
H: 4.90 -2.64 2.77
O: 4.20 2.13 -3.41
H: 4.71 1.91 -2.63
H: 3.31 1.83 -3.21
O: 5.11 2.56 4.54
H: 4.52 3.21 4.15
H: 4.91 1.75 4.08